--- 1 ---
{"formula": "C4H10N2O2", "method": "wB97M-V/def2-TZVPD", "species": ["O", "O", "N", "N", "C", "C", "C", "C", "H", "H", "H", "H", "H", "H", "H", "H", "H", "H"], "coordinates": [[1.854, -2.215, -0.126], [-0.877, 1.975, -1.822], [-1.847, 0.522, -0.439], [0.977, -0.080, 0.460], [2.077, -0.809, -0.123], [-2.026, -0.351, 0.683], [0.587, 1.155, -0.178], [-0.757, 1.203, -0.880], [1.219, 1.524, -0.988], [0.563, 1.965, 0.564], [-1.432, -0.087, 1.567], [0.870, -0.169, 1.434], [-2.667, 0.737, -0.952], [2.303, -0.524, -1.147], [2.959, -0.701, 0.533], [-3.073, -0.345, 0.965], [-1.646, -1.375, 0.546], [0.917, -2.422, -0.098]], "mulliken_charge": [-0.542, -0.663, -0.138, -0.126, -0.359, -0.728, -0.702, 0.509, 0.351, 0.277, 0.245, 0.232, 0.257, 0.306, 0.264, 0.327, 0.198, 0.294], "smiles": "CNC(=O)CNCO", "charge": 0, "gap_ev": 9.7, "e_homo_ev": -9.0}

=====

--- 2 ---
{"formula": "C4H10N2O2", "method": "wB97M-V/def2-TZVPD", "species": ["O", "O", "N", "N", "C", "C", "C", "C", "H", "H", "H", "H", "H", "H", "H", "H", "H", "H"], "coordinates": [[-1.947, 0.125, -1.019], [1.689, -0.850, 1.109], [0.329, 1.640, -1.234], [1.867, -0.665, -1.159], [1.189, -0.313, -0.041], [-1.195, -0.251, -0.106], [-1.735, -0.575, 1.279], [0.312, 0.844, -0.045], [0.006, 2.583, -1.061], [1.176, -0.539, 1.864], [2.449, -1.486, -1.116], [-0.415, -1.203, -0.355], [-0.287, 1.219, -1.930], [-2.262, 0.299, 1.664], [0.328, 1.423, 0.877], [-2.426, -1.414, 1.204], [1.860, 0.023, -1.902], [-0.939, -0.861, 1.971]], "mulliken_charge": [-0.737, -0.473, -0.754, -0.353, -0.065, 0.760, -1.028, 0.020, 0.247, 0.363, 0.236, -0.016, 0.286, 0.295, 0.429, 0.319, 0.260, 0.212], "charge": 0, "gap_ev": 7.9, "e_homo_ev": -7.5}

=====

Which of them is least stable? Easy: 2.

=====

--- 1 ---
{"formula": "C4H10N2O2", "method": "wB97M-V/def2-TZVPD", "species": ["O", "O", "N", "N", "C", "C", "C", "C", "H", "H", "H", "H", "H", "H", "H", "H", "H", "H"], "coordinates": [[1.192, -0.327, -1.096], [1.718, 1.905, 2.789], [0.050, -0.176, -3.057], [0.559, 0.009, 2.892], [-0.782, -1.728, -1.422], [0.778, 1.290, 2.355], [0.269, -0.654, -1.801], [-0.183, 1.579, 1.232], [-0.862, -1.655, -0.341], [1.387, -0.441, 3.265], [0.628, 0.467, -3.540], [-0.467, -2.685, -1.829], [-1.763, -1.551, -1.866], [-0.835, -0.469, -3.456], [-0.309, -0.461, 3.010], [-1.149, 1.325, 1.681], [0.056, 0.988, 0.349], [-0.287, 2.585, 0.836]], "mulliken_charge": [-0.621, -0.564, -0.393, -0.396, -1.015, 0.680, 0.709, -0.553, 0.237, 0.204, 0.215, 0.312, 0.374, 0.177, 0.183, 0.295, -0.152, 0.309], "smiles": "CC(N)=O.CC(N)=O", "charge": 0, "gap_ev": 10.1, "e_homo_ev": -9.5}

=====

--- 2 ---
{"formula": "C4H10N2O2", "method": "wB97M-V/def2-TZVPD", "species": ["O", "O", "N", "N", "C", "C", "C", "C", "H", "H", "H", "H", "H", "H", "H", "H", "H", "H"], "coordinates": [[1.996, -3.161, -1.585], [-0.278, 0.683, 0.865], [0.645, -1.492, -0.986], [-2.174, 0.846, 2.265], [1.891, -2.039, -1.073], [-2.014, 1.916, 0.075], [-1.346, 1.052, 1.149], [2.972, -0.996, -0.888], [-3.081, 1.076, 2.197], [3.375, -0.659, -1.920], [-1.282, 2.624, -0.418], [0.607, -0.587, -0.426], [-1.891, 0.263, 3.025], [-2.440, 1.139, -0.716], [2.478, -0.080, -0.481], [3.753, -1.376, -0.264], [-0.273, -1.637, -1.231], [-2.938, 2.428, 0.412]], "mulliken_charge": [-0.641, -0.590, -0.244, -0.375, 0.682, -0.882, 0.552, -0.760, 0.162, 0.209, 0.267, 0.175, 0.230, 0.223, 0.235, 0.275, 0.161, 0.319], "smiles": "CC(N)=O.CC(N)=O", "charge": 0, "gap_ev": 9.8, "e_homo_ev": -9.2}

=====

--- 3 ---
{"formula": "C4H10N2O2", "method": "wB97M-V/def2-TZVPD", "species": ["O", "O", "N", "N", "C", "C", "C", "C", "H", "H", "H", "H", "H", "H", "H", "H", "H", "H"], "coordinates": [[0.838, 1.331, 2.076], [2.659, 0.329, 1.252], [-1.201, -1.605, -1.689], [-1.125, 2.093, -1.376], [-1.112, 0.778, -1.839], [1.422, 0.318, 1.792], [0.884, -1.073, 1.943], [-1.241, -0.305, -1.078], [-1.987, -2.180, -1.414], [1.639, -1.775, 2.282], [-0.355, -2.098, -1.432], [0.523, -1.379, 0.960], [0.038, -1.035, 2.623], [-0.636, 2.751, -1.960], [-1.015, 0.635, -2.908], [-0.825, 2.178, -0.415], [2.937, 1.256, 1.193], [-1.442, -0.220, -0.011]], "mulliken_charge": [-0.551, -0.461, -0.663, -0.551, -0.043, 0.730, -0.739, -0.448, 0.243, 0.355, 0.214, 0.022, 0.287, 0.243, 0.365, 0.252, 0.339, 0.405], "smiles": "CC(=O)O.N/C=C/N", "charge": 0, "gap_ev": 8.7, "e_homo_ev": -8.1}

=====

--- 4 ---
{"formula": "C4H10N2O2", "method": "wB97M-V/def2-TZVPD", "species": ["O", "O", "N", "N", "C", "C", "C", "C", "H", "H", "H", "H", "H", "H", "H", "H", "H", "H"], "coordinates": [[1.667, 2.913, 0.658], [-1.223, -1.127, -0.267], [-0.914, -3.322, 0.215], [0.572, 1.064, 0.064], [0.798, -2.181, -1.050], [-0.790, 2.984, 0.525], [0.595, 2.431, 0.336], [-0.533, -2.137, -0.342], [-0.275, 0.541, -0.132], [1.151, -3.210, -1.037], [1.390, -1.326, -0.757], [0.634, -1.990, -2.110], [-1.559, 2.516, -0.099], [-0.708, 4.057, 0.376], [-0.313, -4.080, -0.024], [-1.819, -3.404, 0.653], [-1.231, 2.815, 1.513], [1.438, 0.673, -0.251]], "mulliken_charge": [-0.624, -0.722, -0.386, -0.202, -0.801, -0.988, 0.618, 0.719, 0.244, 0.303, 0.107, 0.270, 0.323, 0.301, 0.176, 0.243, 0.263, 0.155], "smiles": "CC(N)=O.CC(N)=O", "charge": 0, "gap_ev": 10.0, "e_homo_ev": -9.4}

=====

Which of them is least stable? Easy: 2.